1.
A 2-piece molecular cluster, C2H3F3S overall at a distorted geometry, computed with ωB97M-V with the def2-TZVPD basis set.

Summary:
energy relative to the best compared isomer or geometry (same formula, charge and spin): 210.4 kJ/mol
E_HOMO: -0.35793 hartree
F_max: 2.111 eV/Å
calculated total energy: -21108.668 eV
LUMO: 0.67 eV

ORCA input file:
```
! RIJCOSX wB97M-V def2-TZVPD def2/J DEFGRID3
* xyz 0 1
F -1.576 -1.486 0.757
C -1.429 -0.855 -0.379
C -0.985 0.394 -0.350
F -0.791 1.083 -1.455
F -0.731 1.129 0.756
H -1.756 -1.257 -1.334
S 3.010 0.524 0.867
H 2.242 -0.640 0.996
H 2.016 1.108 0.143
*
```

***

2.
A 2-piece molecular cluster, C2H3F3S overall at a distorted geometry, computed with ωB97M-V with the def2-TZVPD basis set.

Summary:
energy relative to the best compared isomer or geometry (same formula, charge and spin): 367.1 kJ/mol
E_HOMO (spin up / spin down): -0.35519 / -0.34292 hartree
F_max: 2.590 eV/Å
calculated total energy: -21107.043 eV
LUMO (spin up / spin down): -0.82 / -2.01 eV

ORCA input file:
```
! RIJCOSX wB97M-V def2-TZVPD def2/J DEFGRID3
* xyz 0 1
C -1.678 -0.531 0.436
C -0.729 0.257 -0.395
F -1.609 -1.813 -0.046
F -2.934 -0.102 0.171
F -0.394 1.441 -0.027
S 1.891 -0.838 0.098
H -1.488 -0.515 1.612
H -0.849 0.128 -1.420
H 1.781 0.071 1.033
*
```

***

3.
C2H3F3S as an isolated structure at a distorted geometry, computed with ωB97M-V with the def2-TZVPD basis set.

Summary:
energy relative to the best compared isomer or geometry (same formula, charge and spin): 557.0 kJ/mol
E_HOMO (spin up / spin down): -0.31097 / -0.31853 hartree
F_max: 3.890 eV/Å
calculated total energy: -21105.075 eV
LUMO (spin up / spin down): -1.00 / -0.77 eV

ORCA input file:
```
! RIJCOSX wB97M-V def2-TZVPD def2/J DEFGRID3
* xyz 0 1
C 0.815 1.537 -0.736
C -0.701 -0.942 0.165
F 1.752 1.841 0.173
F -0.173 2.515 -0.684
F 0.281 -1.934 0.082
S -1.094 -0.492 1.784
H 1.169 1.165 -1.684
H -0.056 0.254 -0.314
H -0.507 -1.707 2.303
*
```

***

4.
A 2-piece molecular cluster, C2H3F3Si overall at a distorted geometry, computed with ωB97M-V with the def2-TZVPD basis set.

Summary:
energy relative to the best compared isomer or geometry (same formula, charge and spin): 885.6 kJ/mol
E_HOMO: -0.39739 hartree
F_max: 4.791 eV/Å
calculated total energy: -18148.227 eV
LUMO: -1.39 eV

ORCA input file:
```
! RIJCOSX wB97M-V def2-TZVPD def2/J DEFGRID3
* xyz 0 1
C 3.068 -0.432 0.003
C 1.981 0.314 -0.083
F 3.003 -1.727 0.313
F 4.286 -0.046 0.024
F 2.576 2.169 -0.435
Si 0.154 -0.026 0.089
H -0.108 -0.720 -1.156
H -0.415 1.327 -0.051
H -0.042 -0.476 1.442
*
```

***

5.
C2H3F4NO5PmS2 as an isolated structure at a distorted geometry, computed with ωB97M-V with the def2-TZVPD basis set.

Summary:
E_HOMO (spin up / spin down): -0.50054 / -0.50066 hartree
F_max: 4.947 eV/Å
calculated total energy: -62933.147 eV
LUMO (spin up / spin down): -7.02 / -6.14 eV
⟨S²⟩: 6.006

ORCA input file:
```
! RIJCOSX wB97M-V def2-TZVPD def2/J DEFGRID3
* xyz 1 5
N 1.116 1.700 -0.465
S -0.317 1.366 -1.215
O -1.271 0.881 0.141
O -0.832 2.634 -1.752
S 2.185 0.569 -0.230
O 1.474 -0.753 -0.336
O 3.409 1.080 -0.836
C 2.834 0.290 1.513
F 3.381 -0.910 1.607
F 3.758 1.173 1.846
F 1.835 0.392 2.370
Pm -0.194 -2.216 -0.321
F -1.761 -3.288 0.676
C -3.205 -0.577 -0.607
O -1.877 -0.590 -0.084
H -3.751 0.238 -0.122
H -3.207 -0.387 -1.688
H -3.576 -1.602 -0.497
*
```

***

6.
C2H3F5N3OP3 as an isolated structure at a distorted geometry, computed with ωB97M-V with the def2-TZVPD basis set.

Summary:
E_HOMO (spin up / spin down): -0.24260 / -0.42485 hartree
F_max: 9.945 eV/Å
calculated total energy: -50097.815 eV
LUMO (spin up / spin down): 0.47 / -3.04 eV
⟨S²⟩: 2.006

ORCA input file:
```
! RIJCOSX wB97M-V def2-TZVPD def2/J DEFGRID3
* xyz 0 3
C 0.964 0.502 1.129
C -0.022 -0.193 0.176
N -0.259 2.158 -1.617
N -2.551 0.914 -0.739
N -2.374 1.877 -3.372
O 1.215 0.192 2.230
F -1.089 2.140 0.899
F -0.037 1.959 -4.329
F -0.705 4.018 -3.348
F -4.067 0.178 -2.568
F -4.342 2.414 -1.661
P -1.020 1.331 -0.468
P -0.906 2.432 -3.046
P -3.184 1.386 -2.083
H 1.488 1.430 0.700
H -0.882 -0.688 0.727
H 0.434 -0.790 -0.524
*
```

***

7.
C2H3FHgO2 as an isolated structure at a distorted geometry, computed with ωB97M-V with the def2-TZVPD basis set.

Summary:
energy relative to the best compared isomer or geometry (same formula, charge and spin): 29.9 kJ/mol
E_HOMO (spin up / spin down): -0.55162 / -0.55125 hartree
F_max: 1.691 eV/Å
calculated total energy: -13100.198 eV
LUMO (spin up / spin down): -4.53 / -8.71 eV
⟨S²⟩: 0.751

ORCA input file:
```
! RIJCOSX wB97M-V def2-TZVPD def2/J DEFGRID3
* xyz 1 2
H -2.508 0.795 -0.325
C -0.086 0.233 0.793
C -0.585 0.920 -0.469
O -1.806 1.441 -0.187
O 0.239 -0.934 0.758
H -0.231 0.773 1.748
F 0.373 1.930 -0.652
H -0.555 0.279 -1.360
Hg 1.037 -2.998 -0.100
*
```

***

8.
One molecule with the formula C2H3FI2 at a distorted geometry, computed with ωB97M-V with the def2-TZVPD basis set.

Summary:
energy relative to the best compared isomer or geometry (same formula, charge and spin): 6.4 kJ/mol
E_HOMO: -0.33782 hartree
F_max: 3.710 eV/Å
calculated total energy: -21040.542 eV
LUMO: -0.22 eV

ORCA input file:
```
! RIJCOSX wB97M-V def2-TZVPD def2/J DEFGRID3
* xyz 0 1
C 0.700 0.021 -0.452
C -0.374 0.031 0.517
F 0.285 0.090 -1.710
I -1.692 -1.710 0.316
I -1.687 1.737 0.304
H 1.382 -0.941 -0.434
H 1.307 0.830 -0.088
H 0.078 -0.059 1.547
*
```

***

9.
C2H3FIO2S as an isolated structure at a distorted geometry, computed with ωB97M-V with the def2-TZVPD basis set.

Summary:
energy relative to the best compared isomer or geometry (same formula, charge and spin): 90.8 kJ/mol
E_HOMO: -0.16514 hartree
F_max: 2.137 eV/Å
calculated total energy: -27871.192 eV
LUMO: 3.14 eV

ORCA input file:
```
! RIJCOSX wB97M-V def2-TZVPD def2/J DEFGRID3
* xyz -1 1
C 0.114 0.132 0.300
C 1.413 -0.694 0.289
O 1.558 -1.519 1.299
O 0.754 -3.020 -0.719
F 1.977 -1.235 -1.989
S 1.899 -2.155 -0.562
I 3.134 0.791 0.126
H -0.300 0.167 -0.739
H 0.297 1.215 0.678
H -0.577 -0.463 0.991
*
```

***

10.
A 2-piece molecular cluster, C2H3FN2O overall at a distorted geometry, computed with ωB97M-V with the def2-TZVPD basis set.

Summary:
energy relative to the best compared isomer or geometry (same formula, charge and spin): 40.0 kJ/mol
E_HOMO: -0.42403 hartree
F_max: 3.278 eV/Å
calculated total energy: -9866.196 eV
LUMO: 0.82 eV

ORCA input file:
```
! RIJCOSX wB97M-V def2-TZVPD def2/J DEFGRID3
* xyz 0 1
C -0.116 0.701 0.201
N -1.499 0.911 0.066
C -1.954 -0.254 -0.211
O -0.982 -1.189 -0.249
N 0.171 -0.521 -0.042
H 0.658 1.379 0.477
H -2.937 -0.467 -0.378
F 3.747 -0.229 -0.144
H 2.912 -0.329 0.280
*
```

***

11.
C2H3FN2O2S as an isolated structure at a distorted geometry, computed with ωB97M-V with the def2-TZVPD basis set.

Summary:
energy relative to the best compared isomer or geometry (same formula, charge and spin): 24.7 kJ/mol
E_HOMO: -0.35757 hartree
F_max: 3.670 eV/Å
calculated total energy: -22745.480 eV
LUMO: -1.23 eV

ORCA input file:
```
! RIJCOSX wB97M-V def2-TZVPD def2/J DEFGRID3
* xyz 0 1
C 0.317 -1.514 1.100
C -0.864 -1.020 0.402
N 1.252 -1.978 1.543
N 1.026 0.805 -0.948
O 2.035 1.156 -0.380
O 0.504 1.446 -2.011
F -1.812 1.062 1.855
S -0.897 0.786 0.384
H -0.867 -1.362 -0.626
H -1.664 -1.628 0.964
H 0.971 2.247 -2.282
*
```

***

12.
One molecule with the formula C2H3FNP at a distorted geometry, computed with ωB97M-V with the def2-TZVPD basis set.

Summary:
energy relative to the best compared isomer or geometry (same formula, charge and spin): 61.8 kJ/mol
E_HOMO: -0.32753 hartree
F_max: 7.260 eV/Å
calculated total energy: -15616.871 eV
LUMO: 0.10 eV

ORCA input file:
```
! RIJCOSX wB97M-V def2-TZVPD def2/J DEFGRID3
* xyz 0 1
H -2.380 -0.214 -0.143
N -1.587 -0.722 -0.357
C -0.563 -0.020 -0.271
C 1.058 -0.209 -0.534
P 0.297 1.273 0.602
F 0.336 0.725 2.124
H 1.412 -0.966 0.014
H 1.427 0.132 -1.435
*
```

***

Repeat the twelfth record exactly.
One molecule with the formula C2H3FNP at a distorted geometry, computed with ωB97M-V with the def2-TZVPD basis set.

Summary:
energy relative to the best compared isomer or geometry (same formula, charge and spin): 61.8 kJ/mol
E_HOMO: -0.32753 hartree
F_max: 7.260 eV/Å
calculated total energy: -15616.871 eV
LUMO: 0.10 eV

ORCA input file:
```
! RIJCOSX wB97M-V def2-TZVPD def2/J DEFGRID3
* xyz 0 1
H -2.380 -0.214 -0.143
N -1.587 -0.722 -0.357
C -0.563 -0.020 -0.271
C 1.058 -0.209 -0.534
P 0.297 1.273 0.602
F 0.336 0.725 2.124
H 1.412 -0.966 0.014
H 1.427 0.132 -1.435
*
```

***

> Among the records above, which one has the lowest F_max?

C2H3FHgO2